[1]
Density functional theory data (wB97M-V/def2-TZVPD) for a molecular structure, C24H19F12N4O3Re.

Calculated values
Gap between HOMO and LUMO (alpha / beta) in hartree: 0.187 / 0.184
Net charge: +4
Strongest force on any atom in eV/A: 0.8

Geometry (Å):
Re (0.0700, 0.6735, -0.6269)
C (-3.0578, 0.3349, 5.5251)
C (-2.4487, -0.0088, 4.2227)
C (-2.9778, -1.0105, 3.3937)
C (-2.3903, -1.2900, 2.1869)
C (-1.2520, -0.5634, 1.7444)
N (-0.6624, -0.9019, 0.5286)
C (-0.4305, -2.1936, 0.2167)
C (-0.5071, -3.1913, 1.2674)
C (-0.4968, -4.5221, 0.9960)
C (-0.3311, -4.9699, -0.3340)
C (-0.3091, -6.3891, -0.6838)
C (-0.0705, -3.9887, -1.3614)
C (-0.0713, -2.6534, -1.1228)
C (0.2300, -1.6634, -2.2440)
O (0.9240, -0.5116, -1.7420)
C (1.1793, -2.2264, -3.3611)
F (2.2139, -2.8248, -2.7965)
F (1.5985, -1.2276, -4.1131)
F (0.5025, -3.0922, -4.1074)
C (-1.0975, -1.1461, -2.8563)
F (-1.6280, -0.3390, -1.7719)
F (-1.9827, -2.0600, -3.0862)
F (-0.9497, -0.3357, -3.8607)
C (-0.7229, 0.4896, 2.5484)
C (-1.3039, 0.7186, 3.7702)
C (0.4742, 1.3289, 2.1092)
O (1.0599, 0.8373, 0.8756)
C (-0.0240, 2.7397, 1.7206)
F (0.9128, 3.5412, 1.2915)
F (-0.8378, 2.4367, 0.5698)
F (-0.7967, 3.3174, 2.5797)
C (1.6668, 1.3266, 3.1198)
F (2.7222, 1.8880, 2.5597)
F (1.3220, 2.0033, 4.2036)
F (1.9398, 0.0683, 3.4301)
H (-3.8019, -0.3934, 5.8374)
H (-2.2901, 0.4363, 6.2984)
H (-3.5479, 1.3162, 5.4476)
H (-3.8650, -1.5503, 3.7011)
H (-2.8395, -2.0078, 1.5107)
H (-0.5039, -2.8465, 2.2937)
H (-0.5547, -5.2482, 1.7978)
H (-0.6718, -7.0359, 0.1102)
H (-0.8452, -6.5726, -1.6220)
H (0.7372, -6.6668, -0.9091)
H (0.1391, -4.3758, -2.3500)
H (-0.8944, 1.4636, 4.4408)
C (2.3801, 5.2841, -3.7265)
N (1.7173, 4.1846, -2.9991)
C (0.3259, 3.7921, -3.2208)
C (0.2535, 2.6916, -2.2315)
O (-0.7258, 1.8697, -1.9293)
N (1.3493, 2.4838, -1.5798)
C (2.2811, 3.4173, -2.0818)
N (3.5154, 3.4675, -1.6565)
H (1.6109, 5.8990, -4.1857)
H (3.0349, 4.8818, -4.4987)
H (2.9328, 5.9038, -3.0213)
H (0.1446, 3.4489, -4.2446)
H (-0.3766, 4.6008, -2.9910)
H (3.8438, 2.8396, -0.9380)
H (4.1836, 4.1224, -2.0434)

[2]
Density functional theory data (wB97M-V/def2-TZVPD) for a molecular structure, C24H19FKN6O2S3.

Calculated values
Gap between HOMO and LUMO in hartree: 0.172
Net charge: -1
Strongest force on any atom in eV/A: 3.4

Geometry (Å):
K (-1.2350, 0.2737, 1.1160)
N (2.5627, -0.0796, -2.1058)
C (2.9792, -1.4021, -1.8433)
C (3.2472, -2.2985, -2.9165)
C (3.6559, -3.6104, -2.5671)
C (3.9577, -3.9642, -1.2311)
C (3.7934, -3.0546, -0.2240)
C (3.1001, -1.8374, -0.4742)
S (2.6552, -0.7845, 0.8269)
N (1.5582, 0.2013, 0.0114)
C (1.7410, 0.5979, -1.2121)
C (1.0977, 1.8648, -1.6908)
C (1.7810, 2.8833, -2.4394)
C (1.1231, 4.0044, -2.9051)
C (-0.2297, 4.1886, -2.5308)
C (-0.7696, 3.2027, -1.7197)
N (-0.1886, 2.0252, -1.3863)
H (2.8303, 0.3794, -2.9941)
H (3.0936, -1.9953, -3.9175)
H (3.8352, -4.3652, -3.3508)
H (4.4223, -4.9318, -1.0119)
H (4.1156, -3.1860, 0.8253)
H (2.8128, 2.6818, -2.6914)
H (1.6334, 4.7009, -3.5714)
H (-0.8368, 5.0380, -2.8195)
H (-1.7400, 3.3058, -1.2630)
S (-2.4595, -2.6236, 0.7007)
C (-2.5544, -2.4268, -1.0206)
N (-3.2546, -3.4009, -1.7164)
C (-3.3950, -3.4570, -3.0675)
C (-2.7475, -2.5061, -3.8260)
C (-2.0815, -1.5191, -3.0959)
N (-2.0405, -1.4560, -1.7664)
H (-3.6673, -4.1365, -1.1087)
H (-3.9299, -4.3255, -3.4148)
H (-2.6813, -2.5336, -4.9084)
H (-1.4766, -0.7549, -3.5903)
O (0.6691, -0.1470, 3.0953)
O (2.0675, -0.0254, 2.8517)
F (-2.0727, -0.9732, 6.7342)
C (-1.5384, -0.2109, 5.7226)
C (-0.3457, -0.4933, 5.1424)
C (0.3776, 0.5267, 4.3194)
C (-0.4837, 1.7353, 3.8279)
C (0.0887, 2.6830, 3.0584)
C (-1.7984, 1.8142, 4.3970)
C (-2.3074, 0.9291, 5.2843)
H (0.2128, -1.4133, 5.2980)
H (1.3304, 0.9028, 4.8138)
H (1.0924, 2.5407, 2.6237)
H (-0.3724, 3.6562, 2.8966)
H (-2.4262, 2.6005, 3.9875)
H (-3.2971, 1.0893, 5.6825)
S (-4.6361, 4.3344, -0.5062)
C (-3.9167, 3.2736, 0.4967)
N (-3.3514, 2.4790, 1.1746)

[3]
Density functional theory data (wB97M-V/def2-TZVPD) for a molecular structure, C24H19N4O8PdS.

Calculated values
Gap between HOMO and LUMO in hartree: 0.280
Net charge: -1
Energy above the lowest of the compared OMol25 structures with the same formula, charge and spin in kcal/mol: 29.89
Strongest force on any atom in eV/A: 1.0

Geometry (Å):
Pd (1.3570, -0.5653, -0.1814)
O (4.2054, -3.1954, -1.6657)
C (3.6631, -2.1742, -1.2627)
O (2.6150, -2.1580, -0.5153)
C (4.2991, -0.8241, -1.5552)
C (5.6633, -0.7565, -1.6479)
C (6.2978, 0.4750, -1.8530)
C (5.5756, 1.6456, -1.9618)
C (4.2004, 1.5826, -1.8673)
C (3.4870, 0.3496, -1.7244)
O (2.2158, 0.2725, -1.8647)
N (3.4732, 2.8351, -1.9500)
O (3.9581, 3.7368, -2.6220)
O (2.4443, 2.9472, -1.3146)
N (7.7386, 0.5298, -1.9488)
O (8.3665, -0.5108, -1.8307)
O (8.2685, 1.6127, -2.1536)
H (6.2414, -1.6652, -1.5676)
H (6.0685, 2.5923, -2.1181)
C (-5.5185, -1.2097, 0.3469)
C (-4.1007, -1.6407, 0.5978)
C (-3.3198, -0.9964, 1.5525)
C (-1.9993, -1.3602, 1.7556)
C (-1.4611, -2.3909, 1.0040)
C (-2.2162, -3.0454, 0.0429)
C (-3.5356, -2.6716, -0.1499)
S (0.2506, -2.8544, 1.2110)
C (0.1062, -3.7492, 2.7691)
O (0.9531, -1.5859, 1.6385)
H (-5.8186, -0.4231, 1.0378)
H (-6.2097, -2.0470, 0.4577)
H (-5.6296, -0.8233, -0.6679)
H (-3.7413, -0.1739, 2.1181)
H (-1.3697, -0.8198, 2.4503)
H (-1.7650, -3.8194, -0.5662)
H (-4.1288, -3.1692, -0.9086)
H (-0.2535, -3.0642, 3.5352)
H (1.0929, -4.1299, 3.0226)
H (-0.5933, -4.5722, 2.6270)
N (-6.0059, 5.5159, 2.4655)
C (-5.1155, 4.8695, 2.1270)
C (-4.0152, 4.0634, 1.7074)
C (-3.8485, 3.7506, 0.3558)
C (-2.7904, 2.9624, -0.0453)
C (-1.8703, 2.4590, 0.8872)
C (-2.0447, 2.7940, 2.2397)
C (-3.1003, 3.5834, 2.6468)
C (-0.8142, 1.6027, 0.4871)
C (0.0824, 0.8386, 0.1883)
H (-4.5548, 4.1300, -0.3708)
H (-2.6583, 2.7140, -1.0894)
H (-1.3305, 2.4219, 2.9631)
H (-3.2260, 3.8345, 3.6918)
N (0.0471, -1.8471, -2.3874)
H (0.4114, -1.0904, -2.9537)
H (-0.7969, -2.2071, -2.8144)
H (0.7498, -2.5784, -2.3683)

[4]
Density functional theory data (wB97M-V/def2-TZVPD) for a molecular structure, C24H19O4PSc.

Calculated values
Gap between HOMO and LUMO (alpha / beta) in hartree: 0.138 / 0.132
Net charge: +3
Energy above the lowest of the compared OMol25 structures with the same formula, charge and spin in kcal/mol: 105.26
Strongest force on any atom in eV/A: 13.3

Geometry (Å):
Sc (-0.0065, -0.1102, -2.4428)
O (-0.0121, 2.9380, -2.2380)
C (-0.0100, 1.7893, -2.3364)
C (-0.0028, -2.0096, -2.3361)
O (-0.0005, -3.1583, -2.2374)
C (1.8983, -0.1064, -2.4654)
O (3.0513, -0.1040, -2.4561)
C (-1.9112, -0.1136, -2.4652)
O (-3.0642, -0.1155, -2.4557)
C (-0.0079, 0.5807, -4.6587)
H (-0.9290, 1.1303, -4.8181)
H (0.9112, 1.1335, -4.8186)
C (-0.0054, -0.8015, -4.6585)
H (0.9157, -1.3511, -4.8183)
H (-0.9245, -1.3545, -4.8178)
C (-0.7681, 3.7376, 3.0645)
C (0.0681, 3.8681, 1.9573)
C (0.2878, 2.7760, 1.1169)
C (-0.3156, 1.5295, 1.3721)
C (-1.1630, 1.4116, 2.4955)
C (-1.3830, 2.5126, 3.3323)
P (-0.0025, 0.1951, 0.1640)
C (1.7010, -0.2923, 0.6603)
C (2.1961, -1.5418, 0.2443)
C (3.4691, -1.9801, 0.6177)
C (4.2737, -1.1815, 1.4263)
C (3.8038, 0.0550, 1.8632)
C (2.5320, 0.4990, 1.4888)
C (-1.3819, -0.8892, 0.6150)
C (-1.1231, -2.1491, 1.1782)
C (-2.1783, -2.9922, 1.5400)
C (-3.4989, -2.5822, 1.3494)
C (-3.7668, -1.3247, 0.8023)
C (-2.7134, -0.4800, 0.4392)
H (-0.9422, 4.5872, 3.7117)
H (0.5440, 4.8171, 1.7446)
H (0.9347, 2.9024, 0.2584)
H (-1.6594, 0.4862, 2.7413)
H (-2.0355, 2.4172, 4.1900)
H (1.5996, -2.1944, -0.3660)
H (3.8285, -2.9449, 0.2838)
H (5.2575, -1.5232, 1.7209)
H (4.4248, 0.6714, 2.5007)
H (2.2314, 1.4536, 1.8736)
H (-0.1106, -2.4865, 1.3408)
H (-1.9696, -3.9634, 1.9702)
H (-4.3143, -3.2355, 1.6320)
H (-4.7907, -1.0038, 0.6628)
H (-2.9352, 0.4974, 0.0314)

Table of DFT total energy (hartree), in record order: -2645.8258; -3299.2270; -2272.8394; -2327.6258